1.
Here is C10H27DyN2O4PSi2 as an isolated structure in a non-equilibrium geometry from OMol25. Energies are from ωB97M-V/def2-TZVPD.

CARTESIAN COORDINATES (ANGSTROEM)
C 5.160 1.742 0.669
C 5.330 0.200 1.237
C 3.865 -0.587 1.409
N 2.840 0.165 0.590
Si 1.846 -0.910 -0.454
C 3.041 -2.078 -1.485
C 2.869 -3.669 -1.102
N 3.493 -4.571 -1.974
O 0.925 -0.003 -1.670
Si -0.564 0.650 -1.000
O -1.072 -0.067 0.523
C -2.504 0.157 0.795
C -3.506 -0.736 -0.205
O -4.509 -1.512 0.540
C -5.867 -0.969 0.387
C -6.229 -0.075 1.735
P -0.416 2.846 -0.989
C -0.888 3.355 -2.807
O -1.644 3.598 -0.006
H 6.210 2.289 0.622
H 4.506 2.352 1.427
H 4.698 1.778 -0.430
H 5.873 0.300 2.287
H 6.066 -0.401 0.544
H 3.643 -0.582 2.580
H 4.037 -1.701 1.093
H 2.259 0.808 1.173
H 0.903 -1.764 0.255
H 2.901 -1.924 -2.656
H 4.139 -1.769 -1.174
H 2.301 -4.078 -0.159
H 3.328 -5.549 -1.651
H -1.630 0.319 -1.981
H -2.819 1.299 0.690
H -2.807 -0.155 1.890
H -3.940 0.034 -0.972
H -2.891 -1.527 -0.852
H -6.047 -0.398 -0.617
H -6.619 -1.896 0.421
H -6.753 0.946 1.478
H -6.993 -0.686 2.415
H -5.223 0.056 2.347
H -1.697 2.585 -3.227
H -1.394 4.410 -2.840
H 0.040 3.384 -3.527
H -1.269 3.805 0.909
Dy -2.993 0.530 3.760

Results
2S+1: 6
E_tot in eV: -71070.3941
Net charge: +3
HOMO level (alpha / beta) in Ha: -0.5756 / -0.5756

2.
Here is a 11-piece molecular cluster, H22O11 overall from OMol25. Energies are from ωB97M-V/def2-TZVPD.

CARTESIAN COORDINATES (ANGSTROEM)
O -2.199 0.083 2.216
H -2.540 0.972 2.088
H -1.393 0.061 1.686
O 1.575 2.587 -1.151
H 2.374 3.047 -0.867
H 0.936 3.286 -1.333
O -1.781 -2.766 -2.475
H -1.415 -1.870 -2.470
H -2.057 -2.884 -1.555
O 2.681 1.299 -3.389
H 2.300 1.700 -2.593
H 3.540 1.710 -3.509
O -2.907 -1.730 0.024
H -2.168 -1.814 0.647
H -3.518 -2.428 0.277
O -0.546 -0.241 -2.520
H -0.960 0.614 -2.676
H 0.335 -0.170 -2.913
O 1.386 -0.140 3.103
H 1.775 0.634 3.522
H 1.531 -0.002 2.158
O 0.949 -2.941 -0.747
H 0.603 -2.148 -1.165
H 1.315 -2.645 0.091
O 0.170 0.563 0.349
H -0.131 -0.042 -0.346
H 0.633 1.260 -0.136
O -0.356 -2.192 1.798
H -0.858 -2.676 2.462
H -0.003 -1.431 2.279
O 0.291 3.470 2.770
H 0.061 4.161 2.142
H 0.376 2.673 2.235

Results
ΔE to the lowest compared entry with this formula, charge and spin in kcal/mol: 35.22
E_tot in eV: -22879.9866
HOMO level in Ha: -0.3632
SMILES: O.O.O.O.O.O.O.O.O.O.O

3.
Here is C55H55AsCsF5O3P2S5 as an isolated structure in a non-equilibrium geometry from OMol25. Energies are from ωB97M-V/def2-TZVPD.

CARTESIAN COORDINATES (ANGSTROEM)
Cs -0.211 0.216 0.574
C 0.203 -3.973 -1.070
C 0.975 -3.855 -2.386
S 1.723 -2.229 -2.622
C 1.160 -1.769 -4.276
C -0.346 -1.817 -4.550
S -1.348 -0.737 -3.509
C -2.638 -1.867 -2.940
C -2.203 -3.088 -2.126
S -1.065 -2.729 -0.772
H 0.881 -3.853 -0.224
H -0.224 -4.979 -1.004
H 0.327 -4.064 -3.237
H 1.754 -4.622 -2.403
H 1.670 -2.371 -5.033
H 1.528 -0.746 -4.395
H -0.719 -2.836 -4.441
H -0.494 -1.557 -5.602
H -3.254 -2.199 -3.780
H -3.260 -1.221 -2.319
H -1.729 -3.827 -2.776
H -3.107 -3.543 -1.715
C 5.999 1.247 -3.836
C 5.846 -0.080 -3.455
C 5.032 -0.413 -2.376
C 4.365 0.573 -1.653
C 4.520 1.901 -2.051
C 5.329 2.238 -3.128
As 3.084 0.105 -0.183
C 4.277 -1.219 0.640
C 4.363 -2.571 0.338
C 5.242 -3.381 1.046
C 6.012 -2.843 2.075
C 5.907 -1.496 2.395
C 5.041 -0.678 1.675
C 4.825 0.770 1.922
C 5.482 1.544 2.871
C 5.197 2.900 2.972
C 4.244 3.484 2.144
C 3.557 2.706 1.215
C 3.872 1.362 1.095
H 6.628 1.507 -4.679
H 6.357 -0.865 -4.000
H 4.923 -1.457 -2.105
H 4.000 2.693 -1.526
H 5.420 3.277 -3.421
H 3.729 -3.001 -0.429
H 5.307 -4.438 0.813
H 6.683 -3.480 2.639
H 6.492 -1.089 3.212
H 6.216 1.097 3.531
H 5.714 3.504 3.708
H 4.021 4.540 2.230
H 2.775 3.144 0.603
O 1.551 -2.580 1.455
C 1.547 -1.683 2.318
O 1.626 -0.436 2.113
C 1.414 -2.116 3.766
C 0.581 -1.444 4.653
C 0.464 -1.864 5.974
C 1.210 -2.947 6.429
C 2.052 -3.615 5.547
C 2.139 -3.212 4.220
H 0.018 -0.591 4.296
H -0.207 -1.344 6.648
H 1.132 -3.270 7.461
H 2.637 -4.460 5.892
H 2.767 -3.739 3.511
C 1.199 5.214 2.453
C -0.020 4.511 3.040
P 0.125 2.675 2.977
C -1.518 2.210 3.705
C -2.171 3.093 4.769
C 1.339 2.293 4.315
C 1.150 2.796 5.743
H 1.059 6.297 2.415
H 1.393 4.871 1.434
H 2.092 5.016 3.049
H -0.900 4.761 2.440
H -0.216 4.867 4.056
H -1.410 1.183 4.070
H -2.202 2.128 2.852
H -1.537 3.237 5.643
H -3.115 2.658 5.110
H -2.400 4.083 4.372
H 2.300 2.631 3.913
H 1.429 1.203 4.297
H 0.906 3.862 5.786
H 2.060 2.649 6.332
H 0.349 2.259 6.257
F 1.181 6.323 -4.122
C 0.899 5.392 -3.182
C 1.389 4.105 -3.289
F 2.129 3.768 -4.363
C 1.115 3.163 -2.317
F 1.566 1.908 -2.506
C 0.345 3.428 -1.161
O 0.113 2.538 -0.266
C -0.153 4.751 -1.116
F -0.926 5.122 -0.074
C 0.120 5.699 -2.084
F -0.373 6.949 -1.958
S -5.037 -2.985 0.518
P -5.197 -1.021 0.287
S -3.580 0.105 -0.008
C -6.150 -0.345 1.710
C -7.409 -0.876 2.000
C -8.149 -0.401 3.072
C -7.634 0.608 3.882
C -6.382 1.137 3.604
C -5.647 0.666 2.517
C -6.366 -0.664 -1.094
C -6.697 0.661 -1.385
C -7.566 0.965 -2.420
C -8.110 -0.056 -3.196
C -7.781 -1.374 -2.920
C -6.917 -1.677 -1.867
H -7.798 -1.679 1.385
H -9.125 -0.823 3.283
H -8.207 0.976 4.725
H -5.971 1.919 4.231
H -4.674 1.081 2.278
H -6.247 1.458 -0.802
H -7.810 1.999 -2.633
H -8.781 0.180 -4.014
H -8.195 -2.175 -3.522
H -6.658 -2.702 -1.627

Results
ΔE to the lowest compared entry with this formula, charge and spin in kcal/mol: 37.33
E_tot in eV: -211803.3061
Net charge: -2
HOMO level in Ha: -0.1070